# 1
The following is a DFT calculation (ωB97M-V/def2-TZVPD) of a molecular structure, C40H35IrNO7S2 at a distorted geometry.

Atoms and positions in Å:
Ir -1.550 -1.703 -0.363
O -2.361 -3.836 0.572
C -3.713 -4.078 0.161
C -4.564 -2.877 0.575
N -4.128 -1.614 -0.032
C -4.609 -1.432 -1.382
C -3.779 -2.236 -2.477
O -4.345 -2.505 -3.508
O -2.592 -2.494 -2.151
C -4.326 -0.454 0.806
C -3.280 0.712 0.572
O -3.533 1.791 1.050
O -2.243 0.387 -0.077
H -1.800 -4.503 0.161
H -4.084 -4.971 0.676
H -3.767 -4.241 -0.917
H -4.501 -2.784 1.661
H -5.606 -3.087 0.302
H -4.511 -0.385 -1.674
H -5.653 -1.742 -1.503
H -4.197 -0.732 1.853
H -5.319 -0.014 0.673
C 3.814 -2.897 6.117
C 2.995 -2.622 4.896
C 3.598 -2.252 3.695
C 2.845 -2.026 2.555
C 1.471 -2.166 2.621
C 0.846 -2.549 3.794
C 1.610 -2.767 4.927
S 0.464 -1.869 1.128
O 1.334 -2.099 -0.023
C 0.281 -0.086 1.351
C -0.616 0.252 2.379
C -0.896 1.557 2.651
C -0.301 2.582 1.885
C -0.627 3.933 2.111
C -0.047 4.928 1.370
C 0.877 4.604 0.368
C 1.198 3.298 0.109
C 0.625 2.248 0.861
C 0.915 0.874 0.591
C 1.918 0.565 -0.450
C 3.289 0.881 -0.205
C 3.734 1.341 1.053
C 5.058 1.617 1.271
C 6.002 1.438 0.250
C 5.604 0.974 -0.976
C 4.248 0.681 -1.236
C 3.828 0.179 -2.486
C 2.518 -0.156 -2.693
C 1.578 0.046 -1.678
S -0.074 -0.629 -2.026
O 0.178 -1.848 -2.766
C -0.714 0.562 -3.213
C -0.925 1.883 -2.850
C -1.432 2.762 -3.792
C -1.750 2.332 -5.080
C -2.321 3.274 -6.090
C -1.557 0.990 -5.405
C -1.050 0.102 -4.476
H 4.723 -2.301 6.129
H 4.108 -3.947 6.132
H 3.246 -2.702 7.024
H 4.671 -2.143 3.648
H 3.312 -1.752 1.621
H -0.224 -2.684 3.824
H 1.124 -3.060 5.845
H -1.068 -0.546 2.948
H -1.581 1.823 3.440
H -1.354 4.161 2.874
H -0.300 5.962 1.549
H 1.335 5.394 -0.210
H 1.890 3.064 -0.686
H 3.019 1.470 1.851
H 5.385 1.968 2.239
H 7.043 1.655 0.440
H 6.325 0.811 -1.762
H 4.558 0.042 -3.269
H 2.184 -0.588 -3.623
H -0.699 2.217 -1.848
H -1.593 3.794 -3.521
H -2.101 4.308 -5.838
H -3.405 3.162 -6.129
H -1.940 3.053 -7.085
H -1.814 0.639 -6.393
H -0.904 -0.941 -4.712

## Properties
* gap between HOMO and LUMO (spin up / spin down): 5.7 / 5.5 eV
* net charge: +1
* strongest force on any atom: 0.08186 hartree/bohr
* E_LUMO (spin up / spin down): -5.11 / -5.26 eV



# 2
The following is a DFT calculation (ωB97M-V/def2-TZVPD) of a molecular structure, C40H35KN3O2P2.

Atoms and positions in Å:
K -0.524 1.357 1.076
C -0.350 0.833 -2.117
N 0.363 -0.365 -1.614
P -0.790 -1.417 -0.797
C 0.231 -2.464 0.316
C 1.142 -3.430 -0.115
C 1.809 -4.220 0.805
C 1.550 -4.082 2.164
C 0.636 -3.137 2.602
C -0.018 -2.330 1.682
C -1.113 -2.653 -2.128
C -1.019 -2.313 -3.476
C -1.336 -3.234 -4.465
C -1.773 -4.505 -4.121
C -1.898 -4.845 -2.781
C -1.580 -3.925 -1.795
P 1.828 -0.083 -0.708
C 3.040 -1.169 -1.574
C 2.785 -1.901 -2.727
C 3.788 -2.665 -3.309
C 5.055 -2.700 -2.746
C 5.320 -1.967 -1.597
C 4.316 -1.212 -1.014
C 2.429 1.468 -1.501
C 2.670 1.562 -2.874
C 3.017 2.775 -3.440
C 3.147 3.905 -2.638
C 2.959 3.810 -1.271
C 2.601 2.593 -0.705
H -1.416 0.616 -2.211
H 0.035 1.114 -3.098
H -0.262 1.705 -1.464
H 1.313 -3.581 -1.170
H 2.533 -4.950 0.461
H 2.052 -4.722 2.879
H 0.430 -3.011 3.657
H -0.711 -1.575 2.032
H -0.683 -1.321 -3.751
H -1.244 -2.956 -5.508
H -2.026 -5.221 -4.892
H -2.243 -5.833 -2.503
H -1.679 -4.198 -0.750
H 1.795 -1.874 -3.165
H 3.581 -3.236 -4.206
H 5.835 -3.303 -3.196
H 6.310 -1.988 -1.156
H 4.516 -0.639 -0.114
H 2.586 0.680 -3.497
H 3.177 2.849 -4.509
H 3.382 4.862 -3.086
H 3.049 4.688 -0.647
H 2.432 2.525 0.363
C -3.831 0.276 5.824
C -3.799 0.190 4.418
C -2.601 0.244 3.758
C -1.363 0.385 4.435
C -0.137 0.431 3.684
C 0.999 0.528 4.473
C 0.982 0.613 5.884
C -0.199 0.589 6.574
C -1.413 0.460 5.862
C -2.664 0.407 6.525
H -4.782 0.234 6.344
H -4.725 0.082 3.865
H -2.581 0.171 2.674
H 1.979 0.535 3.993
H 1.919 0.712 6.427
H -0.220 0.672 7.657
H -2.681 0.474 7.609
C -5.285 3.973 -0.884
N -3.847 4.066 -0.749
C -3.171 5.234 -0.930
C -1.839 5.317 -0.768
C -1.114 4.118 -0.352
O 0.110 4.126 -0.136
N -1.819 2.971 -0.210
C -3.139 2.885 -0.399
O -3.789 1.842 -0.291
H -5.674 4.897 -1.310
H -5.754 3.799 0.086
H -5.537 3.132 -1.528
H -3.779 6.085 -1.217
H -1.294 6.237 -0.918

## Properties
* gap between HOMO and LUMO: 6.1 eV
* net charge: -1
* relative energy (zero: lowest compared OMol25 entry of this formula, charge and spin): 27.7 kcal per mole
* strongest force on any atom: 0.01881 hartree/bohr
* E_LUMO: 2.33 eV



# 3
The following is a DFT calculation (ωB97M-V/def2-TZVPD) of a molecular structure, C40H36AlN4O4P2.

Atoms and positions in Å:
Al -0.142 0.015 -0.300
C 1.095 2.229 1.683
P 0.385 2.371 0.002
C -0.907 3.629 0.102
C -2.040 3.318 0.855
C -3.058 4.247 0.989
C -2.954 5.483 0.362
C -1.832 5.789 -0.393
C -0.805 4.865 -0.525
C 1.630 2.981 -1.156
C 1.314 2.860 -2.512
C 2.215 3.286 -3.475
C 3.438 3.824 -3.093
C 3.754 3.947 -1.748
C 2.851 3.530 -0.779
C 0.604 0.939 2.298
C 0.826 0.451 3.557
C 0.154 -0.797 3.647
C -0.449 -1.017 2.439
C -1.311 -2.160 1.980
P -1.511 -2.040 0.167
C -3.077 -1.151 -0.093
C -3.577 -0.278 0.871
C -4.689 0.506 0.592
C -5.300 0.433 -0.649
C -4.803 -0.432 -1.616
C -3.696 -1.217 -1.343
C -1.790 -3.730 -0.418
C -3.047 -4.326 -0.343
C -3.207 -5.644 -0.743
C -2.121 -6.367 -1.218
C -0.866 -5.779 -1.287
C -0.702 -4.460 -0.889
N -0.187 0.044 1.589
H 0.790 3.088 2.281
H 2.185 2.240 1.622
H -2.119 2.350 1.338
H -3.934 4.010 1.577
H -3.752 6.207 0.461
H -1.754 6.751 -0.881
H 0.069 5.109 -1.116
H 0.356 2.447 -2.811
H 1.961 3.202 -4.524
H 4.141 4.157 -3.845
H 4.699 4.381 -1.450
H 3.103 3.651 0.267
H 1.403 0.931 4.331
H 0.112 -1.447 4.508
H -2.294 -2.162 2.457
H -0.843 -3.121 2.201
H -3.102 -0.207 1.843
H -5.076 1.177 1.348
H -6.163 1.048 -0.865
H -5.276 -0.490 -2.588
H -3.312 -1.887 -2.105
H -3.899 -3.765 0.022
H -4.183 -6.107 -0.684
H -2.253 -7.393 -1.535
H -0.018 -6.342 -1.654
H 0.278 -3.999 -0.936
O -1.844 1.056 -3.610
C -1.209 0.144 -3.142
O -0.744 0.131 -1.914
C -0.868 -1.079 -3.946
C -1.437 -1.252 -5.205
C -1.132 -2.371 -5.966
C -0.240 -3.321 -5.488
C 0.330 -3.115 -4.245
C 0.024 -2.021 -3.461
N 1.311 -4.082 -3.730
O 1.386 -5.163 -4.265
O 2.018 -3.722 -2.798
H -2.119 -0.496 -5.570
H -1.582 -2.505 -6.939
H 0.019 -4.198 -6.062
H 0.478 -1.912 -2.489
C 4.375 -1.214 -2.644
N 3.927 -1.276 -1.248
C 4.792 -1.922 -0.254
C 2.734 -0.902 -0.931
N 1.673 -0.539 -0.641
H 5.285 -0.619 -2.698
H 3.602 -0.751 -3.253
H 4.563 -2.222 -3.010
H 5.791 -1.498 -0.337
H 4.833 -2.995 -0.438
H 4.405 -1.736 0.744

## Properties
* gap between HOMO and LUMO: 7.3 eV
* net charge: +1
* relative energy (zero: lowest compared OMol25 entry of this formula, charge and spin): 0.0 kcal per mole
* strongest force on any atom: 0.00733 hartree/bohr
* E_LUMO: -2.87 eV



# 4
The following is a DFT calculation (ωB97M-V/def2-TZVPD) of a molecular structure, C40H36AuBrIN3O3PSe2 at a distorted geometry.

Atoms and positions in Å:
Au 0.105 1.257 -0.367
Se 2.640 1.662 0.068
P 2.289 3.435 -1.168
Se 0.437 4.340 -0.512
C 2.204 2.960 -2.936
C 3.353 2.477 -3.554
C 3.292 2.072 -4.876
C 2.095 2.144 -5.573
C 0.952 2.619 -4.950
C 1.004 3.028 -3.629
C 3.631 4.632 -0.932
C 3.444 5.888 -1.499
C 4.384 6.877 -1.286
C 5.500 6.612 -0.506
C 5.685 5.356 0.053
C 4.748 4.358 -0.155
H 4.279 2.422 -2.996
H 4.180 1.695 -5.362
H 2.049 1.824 -6.602
H 0.016 2.668 -5.486
H 0.118 3.408 -3.136
H 2.553 6.077 -2.086
H 4.243 7.854 -1.723
H 6.224 7.393 -0.328
H 6.558 5.158 0.656
H 4.872 3.376 0.286
C -2.171 -3.317 2.148
O -2.950 -3.318 0.966
C -2.626 -4.310 0.054
C -3.447 -5.427 -0.028
C -3.200 -6.431 -0.945
C -2.095 -6.334 -1.777
C -1.271 -5.228 -1.704
C -1.533 -4.185 -0.815
N -0.628 -3.108 -0.803
C -0.816 -1.763 -0.719
N -2.077 -1.316 -0.632
C -2.621 -0.045 -0.534
C -1.943 1.159 -0.417
C -2.658 2.338 -0.322
C -4.044 2.337 -0.388
C -4.739 1.145 -0.498
C -4.049 -0.052 -0.550
O -4.621 -1.285 -0.654
C -5.861 -1.547 -0.026
N 0.201 -0.959 -0.858
C 1.514 -1.412 -0.808
C 2.380 -1.136 -1.862
C 3.696 -1.541 -1.801
C 4.173 -2.198 -0.677
C 3.328 -2.458 0.388
C 2.000 -2.069 0.336
O 1.130 -2.369 1.375
C 1.066 -1.381 2.386
H -2.451 -4.151 2.799
H -2.384 -2.373 2.650
H -1.100 -3.381 1.934
H -4.282 -5.497 0.652
H -3.856 -7.285 -1.005
H -1.875 -7.118 -2.486
H -0.404 -5.156 -2.347
H 0.318 -3.365 -1.062
H -2.803 -2.031 -0.591
H -2.144 3.283 -0.206
H -4.577 3.274 -0.360
H -5.816 1.160 -0.564
H -6.623 -0.806 -0.269
H -5.736 -1.599 1.060
H -6.173 -2.520 -0.402
H 1.993 -0.607 -2.719
H 4.352 -1.342 -2.633
H 5.204 -2.508 -0.637
H 3.686 -2.973 1.266
H 0.541 -1.832 3.228
H 0.506 -0.501 2.039
H 2.066 -1.067 2.704
Br 0.982 2.297 6.265
C -0.382 1.075 5.776
C -0.743 0.076 6.670
C -1.708 -0.851 6.327
C -2.333 -0.776 5.094
C -1.981 0.222 4.201
C -1.003 1.143 4.536
I -0.480 2.617 3.119
H -0.258 0.030 7.631
H -1.971 -1.631 7.025
H -3.101 -1.487 4.830
H -2.465 0.295 3.239

## Properties
* gap between HOMO and LUMO (spin up / spin down): 5.5 / 5.5 eV
* net charge: +1
* relative energy (zero: lowest compared OMol25 entry of this formula, charge and spin): 43.3 kcal per mole
* strongest force on any atom: 0.05352 hartree/bohr
* E_LUMO (spin up / spin down): -5.10 / -5.10 eV



# 5
The following is a DFT calculation (ωB97M-V/def2-TZVPD) of a molecular structure, C40H36Cl2FGaN7O14 at a distorted geometry.

Atoms and positions in Å:
C 1.312 0.214 1.923
C 0.846 1.175 0.757
Cl 1.569 2.878 0.704
C -0.113 0.793 -0.207
Cl -0.686 1.924 -1.526
Ga -0.866 -1.150 -0.018
F 0.545 -2.432 -0.179
C -1.784 -1.205 1.848
O -3.251 -1.063 1.643
N -3.515 0.254 1.945
O -3.700 0.838 0.920
H 2.296 0.599 2.344
H 1.458 -0.867 1.616
H 0.559 0.257 2.783
H -1.985 -1.482 -1.098
H -1.495 -0.312 2.510
H -1.529 -2.154 2.427
C -5.574 4.833 3.564
C -5.200 5.768 4.525
C -3.972 5.654 5.165
C -3.124 4.601 4.832
C -3.495 3.658 3.878
C -4.727 3.778 3.244
N -1.820 4.492 5.486
O -1.535 5.328 6.333
O -1.089 3.577 5.147
H -6.532 4.928 3.062
H -5.866 6.588 4.772
H -3.692 6.388 5.912
H -2.842 2.833 3.616
H -5.024 3.051 2.497
C -1.523 -7.041 -2.905
C -1.157 -6.735 -4.213
C -1.219 -5.421 -4.663
C -1.646 -4.422 -3.793
C -2.021 -4.721 -2.486
C -1.958 -6.037 -2.044
N -1.690 -3.034 -4.255
O -1.369 -2.807 -5.416
O -2.036 -2.186 -3.456
H -1.468 -8.067 -2.554
H -0.820 -7.520 -4.879
H -0.933 -5.194 -5.678
H -2.358 -3.946 -1.806
H -2.245 -6.281 -1.028
C 3.681 -5.267 -2.235
C 3.024 -4.396 -1.373
C 3.511 -4.189 -0.088
C 4.662 -4.857 0.321
C 5.321 -5.737 -0.534
C 4.825 -5.940 -1.816
N 5.195 -4.624 1.665
O 4.584 -3.863 2.396
O 6.225 -5.203 1.978
H 3.301 -5.422 -3.240
H 2.131 -3.874 -1.704
H 2.989 -3.507 0.573
H 6.215 -6.264 -0.220
H 5.332 -6.621 -2.492
C -1.044 -4.378 -11.189
C -0.660 -3.832 -9.968
C -0.387 -4.664 -8.889
C -0.498 -6.043 -9.045
C -0.889 -6.596 -10.262
C -1.162 -5.757 -11.335
N -0.188 -6.923 -7.918
O 0.133 -6.400 -6.863
O -0.264 -8.128 -8.097
H -1.251 -3.726 -12.031
H -0.571 -2.757 -9.859
H -0.089 -4.226 -7.942
H -0.982 -7.669 -10.388
H -1.465 -6.177 -12.288
C 0.218 5.385 -1.688
C 0.198 5.937 -0.412
C 0.640 7.239 -0.209
C 1.096 7.982 -1.296
C 1.126 7.434 -2.575
C 0.685 6.129 -2.767
N 1.538 9.363 -1.092
O 1.516 9.806 0.045
O 1.901 9.996 -2.071
H -0.132 4.369 -1.843
H -0.165 5.351 0.426
H 0.619 7.658 0.790
H 1.484 8.005 -3.424
H 0.702 5.693 -3.760
C 1.036 3.732 7.644
C 0.378 4.598 8.512
C 0.877 4.811 9.793
C 2.039 4.155 10.192
C 2.698 3.281 9.331
C 2.191 3.072 8.054
N 2.580 4.396 11.530
O 1.967 5.154 12.265
O 3.618 3.830 11.836
H 0.648 3.572 6.645
H -0.519 5.108 8.190
H 0.356 5.488 10.460
H 3.599 2.764 9.638
H 2.698 2.396 7.375

## Properties
* gap between HOMO and LUMO: 6.4 eV
* net charge: -1
* strongest force on any atom: 0.06511 hartree/bohr
* E_LUMO: 0.42 eV